(1)
Entry from OMol25: a cluster of 13 separate species, C22H50FN14O26 in total (ωB97M-V/def2-TZVPD).

Summary:
Gap between HOMO and LUMO ... 7.92 eV
Highest occupied orbital energy ... -12.304 eV
M ... 945.712 g mol⁻¹

Structure (ORCA input):
```
! wB97M-V def2-TZVPD RIJCOSX def2/J DEFGRID3
* xyz 1 1
C 5.1411 -4.4969 3.5369
C 3.6983 -4.7694 2.9102
C 3.0568 -3.4571 2.2226
C 3.5292 -3.1620 0.8250
C 2.8890 -1.9526 0.1534
C 1.8799 -1.3091 1.0910
C 1.0912 -0.0524 0.5027
C 1.9008 1.3316 0.7450
O 2.0620 1.8591 1.8500
O 2.5015 1.9840 -0.3986
N 1.6482 -1.7601 2.3738
C 0.6439 -0.9845 3.2001
C -0.8700 -1.4436 2.8676
F -0.9759 -2.8127 3.3548
N 2.1563 -2.7888 3.0327
H 5.3587 -5.3665 4.2518
H 5.2056 -3.5493 4.1642
H 5.9827 -4.5249 2.7673
H 2.9935 -5.2092 3.6951
H 3.7859 -5.5264 2.0499
H 4.3054 -3.8108 0.3269
H 3.1181 -1.5913 -0.8894
H 0.0031 0.0068 0.8050
H 1.0861 -0.1781 -0.6412
H 3.4629 1.7710 -0.4126
H 0.7922 0.1359 3.1430
H 0.7629 -1.2401 4.3128
H -1.6397 -0.8335 3.4354
H -1.0801 -1.5060 1.7551
C 0.1580 -3.2940 -3.2010
N 1.4505 -2.8028 -2.6626
O 2.2509 -3.6327 -2.2634
O 1.6231 -1.5937 -2.6543
H 0.1444 -4.3803 -3.1450
H -0.6342 -2.8655 -2.5884
H 0.0834 -2.9608 -4.2353
C 2.4115 3.4998 -3.1227
N 2.8484 4.0595 -4.4272
O 3.8921 3.6413 -4.8942
O 2.1264 4.8983 -4.9339
H 3.1450 2.7693 -2.7910
H 2.3440 4.3258 -2.4171
H 1.4409 3.0285 -3.2751
C -1.1295 3.1336 -1.1305
N -1.5535 1.7918 -1.5935
O -1.0606 1.3729 -2.6254
O -2.3682 1.2031 -0.9001
H -0.4086 3.5369 -1.8358
H -2.0153 3.7612 -1.0862
H -0.6792 3.0138 -0.1449
C -2.0906 7.3574 -3.2232
N -1.7802 6.0764 -2.5407
O -1.3320 6.1399 -1.3999
O -1.9969 5.0476 -3.1727
H -1.8521 8.1795 -2.5520
H -1.4801 7.4058 -4.1243
H -3.1530 7.3516 -3.4640
C 3.9180 -5.9890 -4.7375
N 2.7233 -6.1187 -5.6113
O 2.8687 -6.6845 -6.6768
O 1.6800 -5.6454 -5.1922
H 4.7676 -6.4519 -5.2348
H 4.0951 -4.9263 -4.5792
H 3.6956 -6.4967 -3.8001
C -0.3346 2.7987 4.9837
N -0.5201 1.5866 5.8246
O -0.3950 0.4966 5.2806
O -0.7828 1.7663 6.9940
H -0.1052 2.4886 3.9661
H -1.2643 3.3648 5.0146
H 0.4900 3.3693 5.4082
C 6.3472 -9.1323 2.3790
N 5.9240 -7.7184 2.5541
O 5.1341 -7.4754 3.4507
O 6.3997 -6.9014 1.7847
H 5.8476 -9.7427 3.1280
H 6.0583 -9.4394 1.3751
H 7.4278 -9.1699 2.5083
C 4.1252 5.9032 0.1865
N 4.0866 5.8883 -1.2990
O 4.9624 5.2679 -1.8754
O 3.1774 6.4993 -1.8317
H 4.9822 5.3222 0.5205
H 4.2161 6.9413 0.5022
H 3.1960 5.4610 0.5436
C -6.1227 5.9236 -4.0384
N -5.9613 6.8054 -2.8527
O -4.9173 7.4348 -2.7552
O -6.8829 6.8363 -2.0642
H -5.2278 5.9949 -4.6530
H -6.2612 4.9068 -3.6745
H -6.9974 6.2693 -4.5876
C -10.7663 6.5837 -1.0416
N -10.8065 6.5675 -2.5267
O -9.9294 5.9494 -3.1043
O -11.7162 7.1756 -3.0585
H -9.9075 6.0050 -0.7082
H -10.6776 7.6223 -0.7270
H -11.6939 6.1398 -0.6833
C -2.7583 -4.3483 0.2896
N -2.0445 -3.4086 -0.6143
O -1.1232 -2.7581 -0.1393
O -2.4288 -3.3529 -1.7671
H -2.3096 -4.2913 1.2795
H -3.8033 -4.0434 0.3208
H -2.6508 -5.3491 -0.1263
C -2.7744 -4.2668 5.6460
N -3.8148 -5.2072 6.1368
O -4.5785 -5.6775 5.3116
O -3.8265 -5.4388 7.3311
H -2.8824 -4.1552 4.5697
H -2.9284 -3.3139 6.1501
H -1.8033 -4.6925 5.8939
*
```

(2)
Entry from OMol25: a structure of composition C22H51BF3GaOP2 (ωB97M-V/def2-TZVPD).

Summary:
Gap between HOMO and LUMO ... 4.36 eV
Highest occupied orbital energy ... -5.082 eV
M ... 531.126 g mol⁻¹

Structure (ORCA input):
```
! wB97M-V def2-TZVPD RIJCOSX def2/J DEFGRID3
* xyz 0 1
C -4.5133 -1.2695 -0.8966
C -3.7330 -1.6011 0.3758
P -4.0883 -3.3899 0.7814
C -3.4103 -3.8135 2.4682
C -4.5614 -4.2714 3.3927
Ga -3.2905 -4.8400 -0.8908
B -1.2491 -5.3361 -0.7295
C -0.2477 -5.1005 -1.9487
O -0.6747 -5.9113 0.4217
C -4.4229 -6.5802 -0.7337
F -3.7335 -7.7329 -0.7868
F -5.0830 -6.6422 0.4663
F -5.4142 -6.6957 -1.6446
H -4.2237 -1.9524 -1.6794
H -5.5565 -1.4347 -0.6811
H -4.3555 -0.2432 -1.2093
H -4.1826 -1.0142 1.1661
H -2.6811 -1.3501 0.2556
H -2.7009 -4.6321 2.4310
H -2.9197 -2.9700 2.9462
H -5.4817 -3.8259 3.0478
H -4.3944 -3.9939 4.4277
H -4.6950 -5.3395 3.2943
H -3.6195 -4.1692 -2.3124
H -0.0890 -6.0183 -2.5065
H -0.6871 -4.3697 -2.6184
H 0.7352 -4.7556 -1.6217
H -0.7647 -5.2910 1.1600
C 0.0861 -1.4857 0.7343
C 1.5456 -1.0582 0.6799
C 1.8781 0.0078 1.7205
C 1.3360 1.4051 1.3874
P 2.1776 2.3590 0.1217
C 3.9407 2.3231 0.5461
C 4.4135 2.7212 1.9524
C 4.3668 4.2025 2.3430
C 4.9982 5.1581 1.3336
C 1.6528 4.0725 0.2471
C 0.2129 4.5253 -0.0477
C -0.2648 4.4391 -1.4969
C 0.6902 5.0283 -2.5300
C 2.2163 1.6829 -1.5471
C 1.0119 1.4320 -2.4779
C -0.2754 0.8330 -1.8792
C -0.5094 -0.6187 -2.2994
H -0.5802 -0.6294 0.6118
H -0.1372 -2.1969 -0.0596
H -0.1561 -1.9609 1.6860
H 1.7879 -0.7036 -0.3257
H 2.1804 -1.9299 0.8508
H 2.9614 0.0501 1.8638
H 1.4602 -0.2903 2.6833
H 1.4215 2.0181 2.2933
H 0.2632 1.3653 1.1843
H 4.4825 2.8822 -0.2208
H 4.2397 1.2818 0.3912
H 5.4510 2.3904 2.0362
H 3.8571 2.1486 2.6989
H 4.8918 4.3097 3.2939
H 3.3418 4.5098 2.5602
H 6.0825 5.0431 1.3125
H 4.7738 6.1909 1.5986
H 4.6272 5.0042 0.3190
H 2.3688 4.6935 -0.2951
H 1.8022 4.3102 1.3030
H 0.1425 5.5665 0.2753
H -0.4777 3.9628 0.5856
H -1.2286 4.9448 -1.5740
H -0.4767 3.3953 -1.7314
H 0.7253 6.1165 -2.4592
H 0.3622 4.7703 -3.5368
H 1.7098 4.6504 -2.4236
H 2.7878 0.7532 -1.4709
H 2.8903 2.3620 -2.0844
H 1.3675 0.7792 -3.2771
H 0.7752 2.3638 -2.9923
H -1.1331 1.4114 -2.2272
H -0.2817 0.9170 -0.7904
H -0.7300 -0.6726 -3.3660
H -1.3577 -1.0482 -1.7666
H 0.3663 -1.2423 -2.1094
*
```

(3)
Entry from OMol25: a cluster of 9 separate species, C22H51Br16NOP in total (ωB97M-V/def2-TZVPD).

Summary:
Gap between HOMO and LUMO ... 4.35 eV
Highest occupied orbital energy ... -2.932 eV
M ... 1655.094 g mol⁻¹

Structure (ORCA input):
```
! wB97M-V def2-TZVPD RIJCOSX def2/J DEFGRID3
* xyz -1 1
C 4.9072 1.5318 -1.8617
C 5.0750 0.0002 -1.5743
C 4.7843 -0.9213 -2.8131
O 3.3836 -1.0933 -2.9505
C 2.7813 -0.1499 -3.8586
P 1.2242 0.8196 -3.1432
N 1.4979 0.2594 -1.4472
C 0.3319 -0.4165 -0.8804
C -0.6814 0.5262 -0.1599
H 5.8252 2.0409 -1.5032
H 4.7735 1.7748 -2.9266
H 4.0564 1.9208 -1.2833
H 6.1241 -0.1717 -1.2668
H 4.4054 -0.2959 -0.7554
H 5.2707 -1.9130 -2.6705
H 5.2542 -0.4969 -3.7289
H 2.4435 -0.7588 -4.7404
H 3.5206 0.5817 -4.2418
H 0.4306 -0.3476 -3.5015
H 0.0291 1.6012 -2.7646
H 2.1081 1.9751 -2.9119
H 1.0045 1.3280 -4.5008
H 1.6210 1.1112 -0.9013
H 0.6849 -1.1280 -0.0849
H -0.2204 -1.0363 -1.6021
H -1.7117 0.1996 -0.3890
H -0.5438 1.5946 -0.4059
H -0.5842 0.4594 0.9437
Br 2.5707 -2.9100 0.3024
C 3.8844 -4.2109 0.9188
C 4.6173 -3.7371 2.1482
Br 5.9699 -2.4065 1.7147
H 4.5445 -4.4145 0.0796
H 3.3079 -5.1062 1.1496
H 5.1676 -4.5583 2.6064
H 3.9596 -3.2883 2.8875
Br -3.9464 1.9217 -2.3796
C -4.5248 0.6463 -3.7323
C -4.0726 -0.7644 -3.4382
Br -2.1925 -1.0350 -3.9009
H -4.1573 1.0067 -4.6896
H -5.6121 0.7134 -3.7152
H -4.6134 -1.4662 -4.0728
H -4.1976 -1.0517 -2.3971
Br -4.8994 -0.2692 0.9255
C -4.7315 0.0970 2.8324
C -4.8752 1.5683 3.1294
Br -3.2624 2.5504 2.6636
H -3.7768 -0.3144 3.1494
H -5.5372 -0.4623 3.2990
H -5.0088 1.7298 4.1989
H -5.6947 2.0353 2.5904
Br 8.1275 2.1885 -4.2137
C 7.3941 3.7944 -5.0385
C 5.9717 4.0369 -4.6053
Br 4.7358 2.8402 -5.5132
H 7.4959 3.6726 -6.1130
H 8.0396 4.6059 -4.7045
H 5.6535 5.0406 -4.8840
H 5.8196 3.8949 -3.5378
Br -8.0784 -2.5090 4.4933
C -6.5707 -3.5338 5.1821
C -5.9426 -2.8542 6.3689
Br -4.8397 -1.3457 5.8201
H -5.8800 -3.6768 4.3556
H -6.9877 -4.4957 5.4720
H -5.2617 -3.5325 6.8802
H -6.6706 -2.4735 7.0796
Br 0.6516 1.3844 4.2305
C 0.0159 3.0112 5.0904
C -0.2891 2.7838 6.5484
Br -1.9788 1.8420 6.7859
H -0.8456 3.3535 4.5228
H 0.8288 3.7272 4.9791
H -0.4199 3.7332 7.0657
H 0.4722 2.1998 7.0574
Br -0.9857 5.4531 -4.7438
C -1.8417 4.3083 -6.0681
C -1.4368 2.8671 -5.8992
Br 0.3544 2.5410 -6.5792
H -1.5860 4.7099 -7.0445
H -2.9112 4.4277 -5.8972
H -2.0863 2.2178 -6.4856
H -1.4409 2.5378 -4.8600
Br -4.5165 -6.3727 5.9812
C -2.7774 -5.6171 6.4382
C -2.3155 -4.6287 5.3983
Br -1.6604 -5.5319 3.8029
H -2.0949 -6.4522 6.5662
H -2.9246 -5.1222 7.3973
H -1.4693 -4.0521 5.7678
H -3.0995 -3.9477 5.0769
*
```